9 unconnected molecules or ions with the total composition C26H74O8P. Source: the OMol25 dataset; level of theory: ωB97M-V with the def2-TZVPD basis set.

* largest force on an atom: 0.5 eV Å⁻¹
* charge: -1
* Kohn-Sham gap: 4.8893 eV
* HOMO: -0.1000 Ha
* M: 545.84 g mol⁻¹
* lowest unoccupied orbital energy: 0.0796 Ha

```
109
Properties=species:S:1:pos:R:3:forces:R:3
C -0.373 -0.536 2.101 0.036 0.096 0.202
C -1.631 -0.744 1.263 0.144 -0.117 -0.118
P -3.258 -0.747 2.302 -0.104 0.007 0.161
H 0.267 -1.422 2.172 -0.080 -0.034 0.009
H -0.673 -0.278 3.128 0.065 0.021 0.005
H 0.269 0.274 1.737 -0.048 0.029 -0.031
H -1.711 0.028 0.491 -0.143 -0.029 0.037
H -1.609 -1.715 0.751 -0.019 0.067 -0.056
H -2.833 0.575 2.900 0.028 -0.084 -0.057
H -4.017 -0.032 1.225 0.141 -0.096 0.095
H -3.673 -2.062 1.736 0.014 0.085 0.053
H -2.503 -1.462 3.404 -0.024 0.052 -0.063
H -4.473 -0.736 3.155 0.126 -0.009 -0.093
C -0.020 -3.313 -2.176 -0.045 -0.017 -0.027
C -0.699 -2.187 -2.930 -0.047 -0.098 0.139
C -0.030 -1.813 -4.240 0.113 0.035 0.024
O -0.796 -1.057 -2.062 0.054 0.402 -0.301
H 1.007 -3.039 -1.912 0.000 0.007 -0.016
H -0.565 -3.487 -1.250 0.063 -0.057 0.019
H 0.020 -4.247 -2.738 -0.035 0.027 -0.051
H -1.739 -2.467 -3.115 -0.012 0.033 -0.044
H 0.989 -1.460 -4.042 0.013 -0.024 -0.028
H -0.572 -1.000 -4.722 -0.007 0.007 0.008
H 0.030 -2.659 -4.926 -0.046 -0.030 0.022
H 0.099 -0.800 -1.814 0.036 -0.214 0.259
C -1.806 -1.065 -8.262 -0.009 -0.058 0.004
C -0.449 -1.685 -7.972 0.025 0.050 0.064
C 0.485 -1.620 -9.169 -0.018 -0.028 0.011
O -0.591 -3.030 -7.515 0.036 0.024 -0.012
H -2.298 -1.603 -9.078 -0.010 0.020 -0.005
H -2.441 -1.117 -7.379 -0.008 -0.003 0.003
H -1.706 -0.020 -8.556 0.013 0.009 0.000
H 0.005 -1.164 -7.127 0.018 0.008 -0.011
H 0.058 -2.175 -10.010 0.008 0.015 -0.014
H 1.451 -2.058 -8.922 0.003 -0.009 -0.003
H 0.641 -0.589 -9.491 -0.004 0.012 0.006
H -1.003 -3.539 -8.221 -0.042 -0.048 -0.027
C -4.312 -5.453 -1.931 -0.050 0.059 0.012
C -4.307 -4.863 -0.528 0.144 -0.059 0.077
C -4.868 -5.830 0.505 -0.034 0.057 -0.006
O -4.976 -3.619 -0.480 -0.063 0.131 -0.160
H -5.339 -5.679 -2.239 0.009 -0.011 -0.012
H -3.889 -4.742 -2.640 -0.004 0.003 -0.009
H -3.735 -6.379 -1.976 0.017 -0.004 0.018
H -3.281 -4.607 -0.250 0.002 -0.033 -0.008
H -5.911 -6.065 0.269 0.006 -0.016 0.011
H -4.830 -5.373 1.493 -0.008 0.004 0.011
H -4.307 -6.766 0.522 0.021 -0.003 -0.009
H -5.904 -3.737 -0.703 -0.048 -0.106 0.003
C 0.489 3.244 -2.324 0.073 -0.062 0.021
C -0.630 2.780 -3.241 -0.100 0.027 0.018
C -1.972 2.816 -2.527 -0.016 -0.035 -0.028
O -0.367 1.477 -3.757 0.214 0.141 0.050
H 0.536 2.581 -1.453 0.018 0.030 0.027
H 1.455 3.210 -2.831 -0.019 -0.012 -0.033
H 0.312 4.259 -1.967 -0.010 0.011 0.005
H -0.670 3.420 -4.126 0.016 0.031 0.021
H -1.963 2.142 -1.666 0.004 0.003 0.004
H -2.769 2.491 -3.195 -0.007 0.002 -0.008
H -2.196 3.822 -2.168 0.005 0.013 0.001
H -0.298 0.880 -2.999 -0.337 -0.180 -0.163
C 0.003 7.569 1.263 -0.013 0.016 -0.067
C 0.536 6.463 0.367 -0.021 -0.148 0.101
C 2.047 6.505 0.239 -0.016 0.005 -0.059
O -0.104 6.482 -0.908 -0.079 0.025 -0.106
H 0.256 8.547 0.840 -0.001 0.009 0.019
H -1.080 7.500 1.352 -0.007 0.003 -0.003
H 0.442 7.510 2.259 0.010 -0.012 0.004
H 0.242 5.495 0.779 0.018 0.013 0.058
H 2.369 7.456 -0.197 -0.008 0.007 0.013
H 2.398 5.697 -0.404 -0.006 0.002 -0.015
H 2.526 6.390 1.211 0.034 -0.001 -0.006
H 0.096 7.315 -1.347 0.068 0.068 0.028
C 3.226 3.255 3.598 -0.039 0.088 -0.028
C 4.053 3.498 2.349 -0.073 -0.065 -0.053
C 5.315 2.650 2.324 0.016 0.057 0.010
O 4.368 4.885 2.203 0.066 0.064 -0.042
H 3.793 3.516 4.495 -0.004 -0.040 -0.024
H 2.322 3.865 3.572 -0.017 -0.014 -0.001
H 2.928 2.208 3.673 -0.003 -0.011 -0.012
H 3.454 3.275 1.463 -0.014 -0.039 0.009
H 5.943 2.892 3.186 0.008 -0.020 0.001
H 5.886 2.837 1.415 0.010 0.009 -0.003
H 5.072 1.588 2.372 -0.018 -0.005 0.001
H 4.900 5.154 2.959 -0.002 -0.032 0.085
C -0.046 -4.467 1.851 0.049 -0.065 -0.053
C -0.231 -5.651 0.918 -0.137 0.160 0.024
C -0.140 -6.985 1.642 0.047 0.007 -0.034
O 0.691 -5.596 -0.172 0.066 -0.194 -0.053
H 0.947 -4.507 2.313 0.004 0.009 0.013
H -0.138 -3.528 1.306 -0.021 -0.004 0.022
H -0.791 -4.469 2.647 -0.029 0.041 -0.004
H -1.207 -5.570 0.434 -0.020 -0.021 0.031
H 0.847 -7.095 2.101 -0.009 -0.011 0.014
H -0.292 -7.811 0.947 0.009 -0.013 -0.009
H -0.888 -7.050 2.434 -0.013 0.018 0.004
H 1.583 -5.639 0.184 0.038 0.040 0.078
C 2.969 3.514 8.955 0.050 0.013 -0.018
C 3.042 2.931 7.555 -0.119 -0.023 -0.076
C 3.086 1.413 7.564 0.048 0.023 -0.012
O 4.151 3.469 6.833 0.087 0.072 0.081
H 3.853 3.222 9.530 -0.009 0.001 0.017
H 2.927 4.602 8.915 0.008 0.009 0.001
H 2.088 3.150 9.485 -0.012 -0.009 -0.005
H 2.174 3.261 6.979 -0.025 -0.022 0.023
H 3.975 1.067 8.102 -0.004 -0.015 0.007
H 3.126 1.026 6.547 -0.003 -0.005 -0.002
H 2.209 0.997 8.059 -0.013 0.003 -0.005
H 4.959 3.208 7.286 0.035 -0.036 0.039
```
Forces are in eV/Å.

10 unconnected molecules or ions with the total composition C26H75N3O10 in a non-equilibrium geometry. Source: the OMol25 dataset; level of theory: ωB97M-V with the def2-TZVPD basis set.

* SMILES: COC[C@H](C)N.COC[C@H](C)N.COC[C@H](C)N.CCO.CCO.CCO.CCO.CCO.CCO.CCO
* largest force on an atom: 2.3 eV Å⁻¹
* charge: 0
* ΔE to the lowest compared entry with this formula, charge and spin: 131.36 kJ/mol
* Kohn-Sham gap: 9.1289 eV
* HOMO: -0.3298 Ha
* M: 589.90 g mol⁻¹
* lowest unoccupied orbital energy: 0.0057 Ha

```
114
Properties=species:S:1:pos:R:3:forces:R:3
C -2.742 -2.277 4.366 0.232 -0.760 1.162
C -1.813 -1.714 3.300 -0.867 0.040 0.412
O -2.427 -1.848 2.006 0.151 -0.220 0.314
H -3.770 -1.918 4.412 0.071 0.270 -0.673
H -2.392 -2.115 5.392 0.409 0.301 -0.209
H -2.772 -3.373 4.334 -0.147 0.012 -0.381
H -0.861 -2.247 3.297 0.078 0.095 0.093
H -1.646 -0.659 3.503 0.106 0.045 -0.338
H -2.783 -2.745 2.023 -0.071 0.082 -0.345
C 4.445 -0.206 4.177 -0.645 -0.209 0.775
C 4.076 0.375 2.830 0.282 -0.276 0.633
O 5.052 1.332 2.430 -0.259 0.070 -0.634
H 5.372 -0.760 4.330 0.226 0.167 -0.751
H 3.660 -0.922 4.446 -0.059 0.209 0.237
H 4.459 0.618 4.894 -0.079 -0.160 0.155
H 3.141 0.919 2.967 0.045 0.137 -0.112
H 3.843 -0.435 2.132 0.474 0.260 -0.462
H 5.776 0.912 1.956 -0.049 -0.129 0.067
C 0.445 -0.156 0.951 -0.556 -1.250 0.765
C -0.168 0.803 -0.016 -1.242 -0.230 0.070
O 0.174 0.495 -1.343 0.345 0.611 -0.412
H 1.458 -0.446 0.668 0.221 0.426 0.452
H -0.131 -1.092 0.978 0.055 -0.035 -0.553
H 0.279 0.137 1.994 0.760 0.474 -0.057
H 0.050 1.844 0.232 0.495 -0.044 -0.461
H -1.263 0.734 0.111 0.012 0.069 -0.039
H 0.108 -0.456 -1.552 0.079 0.086 0.083
C 1.175 0.261 -4.954 0.173 1.194 -0.958
C 1.376 1.599 -5.643 0.458 1.624 0.527
O 0.125 2.271 -5.712 -0.906 -0.685 -0.083
H 0.570 -0.253 -5.703 0.111 -0.858 0.532
H 0.663 0.390 -4.004 -0.043 -0.066 0.006
H 2.185 -0.118 -4.799 -0.242 -0.662 -0.065
H 1.823 1.508 -6.639 -0.198 -0.357 -0.074
H 2.073 2.253 -5.102 0.042 -0.263 0.233
H 0.157 3.220 -5.819 0.578 0.074 -0.064
C -2.423 3.252 -2.861 -0.363 0.673 0.520
C -3.373 2.228 -2.290 -0.686 -1.113 -0.239
O -4.108 2.737 -1.174 0.254 0.384 -0.186
H -2.999 4.074 -3.296 -0.065 -0.028 0.002
H -1.741 2.904 -3.633 0.026 -0.379 0.153
H -1.885 3.691 -2.018 0.319 -0.084 -0.169
H -2.906 1.284 -1.985 0.542 0.257 0.021
H -4.109 1.895 -3.035 0.064 0.265 -0.220
H -4.127 2.047 -0.510 -0.003 -0.175 0.225
C -6.310 -0.758 0.409 -0.073 0.907 -0.229
C -4.969 -0.803 -0.290 -0.163 -1.381 -0.911
O -3.940 -0.114 0.384 -0.025 -0.202 -0.014
H -6.655 0.272 0.526 0.073 0.008 0.132
H -6.207 -1.203 1.398 -0.183 -0.085 -0.006
H -7.078 -1.262 -0.180 0.083 -0.248 0.103
H -4.962 -0.542 -1.353 -0.391 1.041 0.222
H -4.785 -1.877 -0.466 0.658 -0.071 0.739
H -3.540 -0.714 1.040 0.034 0.291 -0.121
C 2.357 4.162 0.927 -0.630 -0.446 -0.974
C 3.720 4.278 0.229 -0.520 0.383 0.966
O 4.710 4.068 1.222 0.645 0.170 -0.403
H 2.149 3.104 1.115 0.100 -0.010 0.206
H 1.513 4.491 0.309 0.201 0.083 -0.139
H 2.279 4.702 1.867 0.428 0.118 0.008
H 3.885 5.278 -0.175 -0.009 0.097 0.247
H 3.813 3.620 -0.642 -0.076 -0.342 0.219
H 4.668 3.173 1.581 -0.120 -0.170 -0.072
C 4.562 -1.175 -2.405 1.161 -0.281 -0.482
C 4.006 -2.585 -2.298 -0.828 -0.876 0.253
C 5.040 -3.730 -2.147 -0.243 0.460 -1.036
O 6.135 -3.602 -3.034 0.035 0.212 0.523
C 5.894 -3.845 -4.405 0.922 0.398 0.312
N 3.075 -2.725 -1.168 0.571 0.660 0.413
H 5.463 -1.223 -3.026 -0.105 -0.049 -0.119
H 4.944 -0.737 -1.481 -0.471 -0.127 0.278
H 3.891 -0.497 -2.928 -0.262 0.025 0.346
H 3.428 -2.768 -3.214 0.295 0.010 -0.316
H 4.580 -4.698 -2.386 -0.415 0.040 0.299
H 5.388 -3.763 -1.118 0.298 0.130 -0.058
H 5.440 -4.822 -4.587 -0.008 -0.033 0.007
H 6.918 -3.789 -4.782 -0.236 -0.410 -0.535
H 5.340 -3.057 -4.925 -0.308 -0.009 0.271
H 2.409 -3.478 -1.264 -0.073 0.049 -0.158
H 2.604 -1.837 -1.048 -0.375 -0.213 0.077
C -4.136 3.903 6.340 0.484 -1.083 1.306
C -3.064 4.633 5.547 0.110 -1.333 -1.866
C -2.346 3.675 4.580 -0.194 -0.516 -0.729
O -3.223 3.153 3.568 0.482 0.384 0.152
C -2.465 2.333 2.698 -1.063 -0.901 0.055
N -3.598 5.686 4.690 -0.825 0.689 -0.054
H -3.969 4.101 7.404 -0.678 0.489 -0.013
H -4.029 2.811 6.350 0.230 0.042 -0.508
H -5.159 4.067 6.015 0.043 0.442 0.084
H -2.215 4.927 6.166 -0.396 0.698 0.280
H -1.913 2.811 5.105 -0.009 0.150 0.270
H -1.538 4.157 4.019 0.090 0.387 0.437
H -3.121 1.950 1.915 -0.099 0.310 -0.062
H -2.182 1.434 3.258 0.523 0.031 0.005
H -1.599 2.797 2.224 0.068 0.308 0.251
H -4.171 5.237 3.974 0.657 -0.288 -0.231
H -4.353 6.206 5.139 0.585 0.198 0.576
C -2.005 -2.306 -1.447 -0.697 0.221 0.759
C -0.645 -2.953 -1.532 -0.100 0.655 -1.441
C -0.700 -4.406 -2.010 -0.508 0.349 1.012
O 0.623 -4.893 -2.002 -0.276 -0.371 -0.836
C 0.767 -6.084 -2.791 0.090 0.537 0.978
N 0.171 -2.187 -2.521 -0.365 -0.309 0.646
H -2.554 -2.857 -0.677 -0.406 -0.029 -0.334
H -2.583 -2.205 -2.369 0.120 -0.554 -0.139
H -1.983 -1.285 -1.056 0.428 -0.038 0.021
H -0.249 -2.826 -0.523 0.575 -0.462 -0.136
H -1.183 -4.447 -2.995 0.378 0.145 -0.273
H -1.374 -5.003 -1.378 0.281 -0.140 0.257
H 0.386 -5.961 -3.805 0.000 0.122 -0.068
H 0.226 -6.882 -2.283 0.054 -0.282 -0.183
H 1.835 -6.280 -2.794 -0.015 -0.257 -0.159
H 0.950 -2.783 -2.783 0.211 0.237 -0.001
H -0.410 -2.111 -3.352 0.101 0.197 -0.054
```
Forces are in eV/Å.